1.
The following is a quantum chemistry calculation of C6H11NO as an isolated structure in a non-equilibrium geometry, from OMol25.

Properties
LUMO level = 0.85 eV
Charge = 0
ΔE to the lowest compared entry with this formula, charge and spin = 91.6 kcal/mol

XYZ file:
```
19
C6H11NO ωB97M-V/def2-TZVPD
O 0.364 -1.498 -0.506
N -0.158 -0.241 1.969
C 0.685 -0.201 0.027
C 0.701 0.671 -1.291
C 1.194 -0.342 1.422
C -0.530 0.389 0.697
C -0.813 0.964 -1.591
C -1.497 0.350 -0.355
H -0.382 1.479 0.706
H 1.347 0.140 -1.982
H 1.672 -1.326 1.625
H -0.585 -1.145 2.124
H 1.240 -1.686 -1.053
H -1.917 -0.661 -0.776
H -1.020 2.109 -1.666
H 1.875 0.508 1.759
H -2.391 0.971 -0.245
H 1.169 1.698 -1.101
H -1.257 0.595 -2.591
```

Here is what Mulliken gives for the atomic charges, in e: O -0.53; N -0.54; C 0.93; C -0.91; C -0.62; C -0.52; C -0.45; C -0.74; H 0.30; H 0.46; H 0.31; H 0.34; H 0.34; H 0.26; H 0.28; H 0.22; H 0.35; H 0.23; H 0.29

---

2.
The following is a quantum chemistry calculation of one molecule with the formula C6H11NO in a non-equilibrium geometry, from OMol25.

Properties
LUMO level = 0.84 eV
Charge = 0
SMILES string = C=C(C)[C@@]1(N)C[C@@H]1O
ΔE to the lowest compared entry with this formula, charge and spin = 87.9 kcal/mol

XYZ file:
```
19
C6H11NO ωB97M-V/def2-TZVPD
O 1.484 1.611 -1.547
N 1.685 -0.235 0.568
C -1.133 1.012 1.590
C 0.682 -0.841 -1.499
C -1.905 -1.015 0.357
C 0.434 0.682 -1.373
C -0.935 -0.138 0.577
C 0.447 -0.104 -0.096
H -1.618 -1.860 -0.348
H 1.848 -1.296 0.742
H -2.950 -1.077 0.593
H 1.824 0.289 1.574
H -0.102 -1.578 -1.848
H 1.768 -1.050 -1.634
H -0.828 1.978 1.164
H -0.397 0.725 2.390
H 2.290 0.927 -1.196
H -0.431 1.063 -1.877
H -2.163 0.906 1.864
```

Here is what Mulliken gives for the atomic charges, in e: O -0.60; N -0.62; C -1.20; C -0.76; C -0.92; C -0.27; C 0.48; C 0.50; H 0.11; H 0.29; H 0.35; H 0.27; H 0.24; H 0.31; H 0.29; H 0.23; H 0.41; H 0.46; H 0.41